{"formula": "C12H32Cl2InO3P2", "method": "the ωB97M-V functional and the def2-TZVPD basis", "e_tot_ev": -67904.1057, "lumo_energy_ev": 2.845, "total_charge": -1, "gap_ev": 7.36, "multiplicity": 1, "symbols": ["In", "Cl", "Cl", "H", "H", "P", "C", "C", "C", "C", "H", "C", "H", "H", "H", "H", "H", "H", "H", "C", "C", "H", "H", "H", "H", "H", "H", "C", "H", "C", "H", "H", "H", "H", "H", "H", "C", "O", "P", "O", "C", "O", "C", "H", "H", "H", "H", "H", "H", "H", "H", "H"], "positions_angstrom": [[-0.227, 0.097, 0.836], [-1.657, 2.168, 0.572], [1.296, -2.125, 0.779], [-1.714, -0.844, 1.113], [1.300, 1.115, 1.085], [-0.108, 0.061, -1.721], [0.167, 1.785, -2.283], [1.020, -1.048, -2.615], [-1.894, -0.291, -2.051], [1.194, 2.593, -1.454], [-0.815, 2.270, -2.133], [0.551, 1.819, -3.764], [1.611, 1.555, -3.889], [0.411, 2.838, -4.159], [-0.049, 1.142, -4.385], [0.741, 2.921, -0.512], [1.506, 3.493, -2.017], [2.090, 2.003, -1.221], [-2.388, 0.560, -1.530], [-2.443, -1.602, -1.426], [-2.191, -0.220, -3.560], [-2.138, 0.808, -3.944], [-3.203, -0.602, -3.774], [-1.480, -0.844, -4.125], [-1.783, -2.029, -0.652], [-2.605, -2.372, -2.203], [-3.410, -1.388, -0.934], [2.473, -0.773, -2.156], [0.943, -0.792, -3.687], [0.661, -2.532, -2.465], [2.886, 0.133, -2.628], [3.115, -1.626, -2.428], [2.537, -0.677, -1.061], [0.649, -2.805, -1.397], [1.449, -3.134, -2.948], [-0.304, -2.785, -2.926], [0.899, -2.457, 4.071], [1.424, -1.182, 3.554], [0.991, 0.374, 3.847], [0.532, 0.370, 5.357], [-0.647, 0.003, 6.018], [-0.504, 1.158, 3.383], [-0.159, 2.615, 3.578], [1.585, -3.216, 3.683], [-0.091, -2.611, 3.615], [0.887, -2.482, 5.164], [-1.451, -0.354, 5.355], [-0.387, -0.787, 6.699], [-1.049, 0.830, 6.587], [-0.080, 2.897, 4.620], [-0.944, 3.181, 3.041], [0.803, 2.789, 3.091]]}